{"formula": "C36H49N5O7", "method": "wB97M-V/def2-TZVPD", "fmax_ev_per_a": 1.30, "energy_ha": -2201.70236, "gap_ev": 8.32, "symbols": ["C", "H", "C", "H", "C", "C", "C", "H", "H", "C", "N", "C", "O", "C", "C", "H", "H", "C", "N", "C", "C", "C", "O", "O", "C", "C", "C", "C", "C", "C", "C", "H", "H", "H", "H", "H", "H", "H", "C", "N", "C", "O", "H", "C", "C", "C", "C", "C", "C", "H", "H", "N", "O", "O", "H", "H", "H", "C", "H", "H", "H", "H", "H", "H", "H", "C", "C", "H", "H", "H", "H", "C", "O", "N", "H", "C", "C", "C", "C", "H", "H", "H", "H", "H", "H", "H", "H", "H", "H", "H", "H", "H", "H", "H", "H", "H", "H"], "positions_angstrom": [[2.04667, -6.67085, 2.22512], [2.47389, -6.58820, 1.22818], [1.39391, -5.35708, 2.63656], [2.15077, -4.56967, 2.66673], [0.28224, -4.95093, 1.67164], [-0.38822, -3.64390, 2.09205], [-1.51641, -3.22001, 1.15170], [-2.15881, -4.07768, 0.94802], [-2.12458, -2.45002, 1.62834], [-0.97982, -2.65336, -0.16542], [-2.02612, -2.41818, -1.15317], [-2.87555, -1.39355, -0.91892], [-2.73197, -0.67893, 0.06216], [-4.01763, -1.16897, -1.90251], [-4.68651, 0.19059, -1.69006], [-5.67971, 0.17648, -2.14169], [-4.78944, 0.36593, -0.61758], [-3.88934, 1.33713, -2.32537], [-2.66525, 1.61728, -1.59478], [-2.63782, 2.44472, -0.48910], [-1.57735, 2.44529, 0.35470], [-1.47113, 3.29910, 1.54169], [-2.08087, 4.32356, 1.75985], [-0.57068, 2.79402, 2.40495], [-0.26453, 3.55842, 3.57373], [1.00991, 4.33720, 3.37721], [2.18662, 3.94937, 4.00285], [3.35111, 4.67481, 3.81670], [3.35095, 5.78723, 2.99204], [2.18454, 6.16754, 2.34925], [1.01891, 5.44791, 2.54169], [0.10516, 5.75032, 2.05167], [2.18322, 7.03184, 1.70225], [4.25852, 6.35316, 2.84511], [4.26149, 4.36835, 4.30968], [2.18893, 3.08241, 4.64751], [-1.10118, 4.23609, 3.77793], [-0.16085, 2.83454, 4.38505], [-0.44495, 1.45875, 0.16814], [-0.47287, 0.96549, -1.19457], [-1.56084, 0.88305, -1.97744], [-1.54368, 0.24276, -3.02145], [0.30782, 0.39236, -1.48256], [0.90924, 2.09276, 0.39406], [1.84722, 1.49398, 1.22746], [3.08807, 2.06860, 1.40963], [3.39464, 3.24557, 0.73858], [2.47232, 3.85112, -0.10595], [1.23386, 3.26823, -0.27645], [0.50251, 3.72768, -0.92434], [2.74032, 4.76656, -0.61000], [4.68521, 3.85073, 0.92725], [4.92875, 4.86650, 0.31116], [5.45688, 3.30859, 1.68990], [3.82650, 1.62660, 2.06044], [1.59201, 0.58419, 1.74874], [-0.57939, 0.62263, 0.87472], [-3.82334, 3.33449, -0.29960], [-4.72377, 2.74438, -0.14403], [-3.96483, 3.96680, -1.17508], [-3.66846, 3.97509, 0.56075], [-4.49906, 2.23701, -2.38091], [-3.59277, 1.05826, -3.34007], [-4.74624, -1.96883, -1.74735], [-3.65393, -1.22388, -2.92819], [-2.08558, -3.35629, -2.25960], [-2.55768, -4.73978, -1.81506], [-1.81122, -5.20914, -1.18098], [-3.49932, -4.66373, -1.27640], [-2.69547, -5.37033, -2.68890], [-2.77310, -2.97433, -3.01642], [-0.69555, -3.45713, -2.93282], [-0.07924, -4.50199, -3.00024], [-0.26043, -2.29170, -3.43146], [-0.80744, -1.43926, -3.33545], [0.98952, -2.17298, -4.14923], [1.84800, -1.03227, -3.60681], [2.33869, -1.29475, -2.18434], [3.20375, -0.15189, -1.66416], [4.09578, -0.04590, -2.27695], [2.66455, 0.79422, -1.68926], [3.51493, -0.33869, -0.63910], [1.48109, -1.44560, -1.52322], [2.91818, -2.21997, -2.17285], [1.26327, -0.10917, -3.63833], [2.70852, -0.90317, -4.26555], [0.77753, -1.99375, -5.20984], [1.50702, -3.13071, -4.05307], [-0.25570, -3.33703, -0.60625], [-0.48581, -1.69876, 0.04316], [-0.79852, -3.77119, 3.09637], [0.36035, -2.84934, 2.14255], [-0.46888, -5.74377, 1.63842], [0.70415, -4.85373, 0.66955], [0.98054, -5.45622, 3.64312], [2.84045, -6.93879, 2.91849], [1.31338, -7.47429, 2.21599]], "atomic_forces_ev_per_a": [[0.0, 0.2, 0.2], [0.1, 0.0, -0.1], [-0.1, -0.2, -0.3], [0.0, 0.1, 0.1], [0.2, 0.3, 0.4], [-0.2, -0.2, -0.3], [0.2, 0.2, 0.1], [-0.1, 0.0, 0.0], [0.0, -0.1, -0.1], [-0.1, 0.0, 0.4], [0.2, 0.0, 0.0], [-0.2, -0.3, -0.4], [-0.1, 0.2, 0.3], [-0.1, 0.2, 0.2], [0.2, 0.0, -0.1], [0.0, 0.0, 0.0], [-0.1, 0.0, 0.0], [-0.4, -0.2, -0.2], [0.2, 0.1, -0.2], [0.3, 0.3, 0.6], [0.1, -0.4, -0.3], [-0.4, 0.4, 0.0], [0.2, 0.0, 0.1], [-0.2, -0.3, 0.0], [0.0, 0.4, 0.3], [-0.1, -0.2, 0.0], [-0.1, 0.1, 0.0], [0.1, 0.0, 0.1], [0.1, 0.0, 0.1], [0.0, 0.1, 0.0], [0.0, 0.1, 0.0], [-0.1, 0.0, -0.1], [0.0, 0.1, -0.1], [0.1, 0.0, 0.0], [0.1, 0.0, 0.0], [0.0, -0.1, 0.1], [0.2, -0.2, 0.0], [0.0, 0.1, -0.1], [-0.2, -0.1, 0.3], [0.2, 0.0, 0.2], [0.4, 0.3, 0.0], [-0.2, -0.2, -0.4], [-0.1, 0.0, -0.1], [0.4, 0.0, -0.1], [-0.1, 0.1, -0.2], [0.3, 0.2, -0.1], [-1.2, -0.6, -0.2], [0.3, 0.0, 0.1], [0.0, -0.2, 0.1], [-0.1, 0.1, -0.1], [0.0, 0.0, 0.0], [0.5, 0.2, 0.0], [0.1, 0.3, -0.1], [0.3, -0.1, 0.2], [0.0, 0.0, 0.0], [0.0, -0.1, 0.1], [0.1, 0.1, -0.1], [0.0, 0.1, 0.1], [-0.1, -0.1, -0.1], [-0.1, 0.0, -0.1], [-0.1, -0.1, -0.1], [0.1, 0.0, 0.0], [-0.1, 0.2, 0.1], [0.0, -0.1, -0.1], [0.0, -0.1, 0.0], [-0.2, -0.5, -0.1], [0.1, 0.2, -0.2], [0.0, -0.1, 0.1], [-0.1, 0.0, 0.0], [0.0, -0.1, 0.0], [0.1, 0.0, 0.1], [-0.4, 0.3, 0.0], [0.1, -0.4, 0.0], [0.1, 0.3, -0.1], [-0.1, -0.1, 0.1], [0.2, 0.1, -0.2], [-0.1, -0.4, 0.2], [0.1, 0.3, -0.2], [-0.1, -0.2, 0.0], [0.1, 0.1, -0.1], [0.0, 0.2, 0.0], [0.1, 0.1, 0.1], [-0.1, -0.1, 0.1], [-0.1, -0.1, 0.1], [0.0, 0.1, 0.0], [0.0, 0.1, 0.0], [0.1, -0.1, 0.1], [0.0, 0.1, -0.1], [0.1, 0.0, 0.0], [0.1, -0.1, 0.0], [0.1, 0.1, 0.1], [0.1, 0.1, 0.1], [-0.1, -0.1, -0.1], [0.0, -0.1, -0.1], [0.0, 0.1, 0.1], [0.1, -0.1, 0.0], [0.0, -0.1, 0.0]]}